# 1
13 unconnected molecules or ions with the total composition C49H89F3O19. Source: OMol25; level of theory: the ωB97M-V functional and the def2-TZVPD basis.

```
160
C49H89F3O19 the ωB97M-V functional and the def2-TZVPD basis
C 3.5884 -2.6483 -5.8898
C 4.6984 -3.0965 -4.8715
C 3.9218 -3.4975 -3.6346
O 2.5508 -3.6945 -4.0321
C 2.2792 -2.8957 -5.1527
H 3.7747 -3.4019 -6.6322
H 3.6236 -1.6465 -6.3811
H 5.4323 -2.2986 -4.7183
H 5.2580 -3.9448 -5.2906
H 3.8694 -2.7358 -2.7576
H 4.3293 -4.4213 -3.2242
H 1.9536 -1.9074 -4.7754
H 1.4877 -3.4041 -5.7000
C -2.6119 2.6111 3.7026
C -2.3332 2.5254 2.2211
C -0.8430 2.8279 2.1860
O -0.2913 2.1070 3.3189
C -1.3874 1.9815 4.3325
H -3.5988 2.2351 4.0501
H -2.5222 3.7110 4.0026
H -2.8580 3.1957 1.5220
H -2.4608 1.5125 1.8208
H -0.6905 3.8501 2.4167
H -0.3056 2.4789 1.3173
H -1.0179 2.6235 5.2045
H -1.5223 0.9053 4.6870
C 1.2756 -0.4349 5.7905
C 2.4813 -0.6549 4.9195
C 3.6134 -0.0801 5.6805
O 3.0616 0.9046 6.4456
C 1.7711 0.5298 6.8698
H 0.8811 -1.3730 6.1323
H 0.4846 0.0845 5.1478
H 2.3532 0.0002 4.0391
H 2.5038 -1.6624 4.5638
H 4.4166 0.4514 5.2008
H 4.0636 -0.8590 6.3542
H 1.1203 1.4078 6.9297
H 1.8627 0.0548 7.8925
C 4.1031 0.5668 1.7153
C 3.4915 1.9787 1.6791
C 2.7385 1.8829 0.3480
O 3.5737 1.0716 -0.4715
C 4.4710 0.2776 0.3010
H 3.3448 -0.1803 1.9334
H 4.9282 0.3331 2.4207
H 4.2864 2.7814 1.5378
H 2.8440 2.2014 2.5574
H 2.8781 2.8438 -0.1760
H 1.6987 1.5737 0.3705
H 5.4897 0.5900 0.1020
H 4.4011 -0.7682 0.0369
C 2.2704 5.6323 2.0356
C 3.4159 6.4949 1.5145
C 3.1248 6.6484 0.0066
O 2.1571 5.6317 -0.3226
C 1.3044 5.4672 0.8371
H 1.7750 6.0470 2.9113
H 2.7577 4.6729 2.3113
H 4.3747 5.9348 1.6491
H 3.4506 7.4638 1.9871
H 4.0142 6.3805 -0.5393
H 2.7019 7.5935 -0.2717
H 0.7573 4.5177 0.8352
H 0.6268 6.3215 0.8437
C 1.7652 2.1281 -3.3814
C 1.4416 1.9148 -4.8666
C 0.9377 3.2662 -5.3101
O 0.2999 3.8525 -4.1351
C 0.7791 3.1472 -2.9546
H 2.8108 2.4560 -3.2576
H 1.6945 1.2778 -2.7276
H 0.7185 1.1258 -4.9712
H 2.1322 1.7096 -5.6569
H 0.0820 3.2138 -6.0157
H 1.7633 3.8885 -5.7053
H -0.0535 2.7359 -2.4624
H 1.1949 3.9138 -2.2096
C 2.5060 -3.4598 1.9031
C 2.4082 -4.6072 0.8716
C 3.7509 -4.4213 0.2055
O 4.6537 -4.1881 1.2536
C 3.9994 -3.2912 2.1195
H 1.9061 -3.6652 2.6900
H 2.1946 -2.5067 1.4062
H 1.4629 -4.4565 0.3022
H 2.3590 -5.6257 1.3249
H 3.7648 -3.5747 -0.4961
H 4.1746 -5.3060 -0.2782
H 4.3952 -2.2942 1.8784
H 4.4074 -3.5163 3.1232
C -1.7488 -5.1483 -2.0265
C -1.0511 -4.5130 -0.7977
C -2.0929 -3.5841 -0.2071
O -3.2828 -3.7273 -0.9676
C -3.2756 -4.9499 -1.7362
H -1.3819 -6.1943 -2.0556
H -1.4812 -4.7063 -2.9517
H -0.2005 -3.9465 -1.1662
H -0.6785 -5.3989 -0.1986
H -1.7778 -2.5694 -0.3255
H -2.2947 -3.7643 0.8586
H -3.9513 -4.8596 -2.5951
H -3.6024 -5.7795 -1.0774
C -3.5046 -0.2506 -4.4097
C -4.7672 0.4058 -5.0345
C -5.7494 -0.8026 -4.7309
O -5.3041 -1.3951 -3.5115
C -4.0811 -0.8132 -3.0984
H -2.7086 0.4606 -4.3091
H -3.2933 -1.0255 -5.1584
H -4.7931 0.6069 -6.1256
H -5.1152 1.3032 -4.4905
H -5.6764 -1.4669 -5.6015
H -6.7471 -0.4309 -4.5816
H -3.4511 -1.6037 -2.5987
H -4.1804 -0.0244 -2.3591
C -0.2625 -0.8291 -1.6387
C 0.7187 -1.3276 -0.5581
C -0.0370 -0.9889 0.6915
O -0.7315 0.2155 0.5113
C -0.9955 0.3641 -0.8949
H -0.9391 -1.6391 -1.9436
H 0.2595 -0.3473 -2.4615
H 1.6546 -0.7742 -0.5871
H 0.9579 -2.3860 -0.6895
H 0.6874 -0.7270 1.5131
H -0.7798 -1.6728 0.9511
H -0.5443 1.3143 -1.1755
H -2.0932 0.4346 -1.1796
C -3.0081 -3.1718 4.7961
C -2.6342 -2.4457 3.4927
O -1.4255 -3.0166 3.1232
C -0.8579 -3.5849 4.2715
O 0.3163 -3.8444 4.3657
O -1.7130 -3.6269 5.2388
F -2.4374 -1.0756 3.6281
H -3.6211 -4.0667 4.6752
H -3.3907 -2.6391 5.6778
H -3.3265 -2.5553 2.6812
C -3.0441 4.4139 -3.1037
C -2.2504 4.7374 -1.7799
O -2.3559 3.4731 -1.0523
C -3.4941 2.8425 -1.4821
O -4.0085 2.0174 -0.8125
O -3.7573 3.2644 -2.7558
F -2.8420 5.6695 -1.0353
H -2.3062 4.3914 -3.9415
H -3.7252 5.1887 -3.3485
H -1.2701 5.0975 -2.0281
C -5.4447 0.1870 1.1576
C -5.2046 -1.2863 0.7524
O -5.6072 -2.0084 1.8519
C -5.5730 -1.2343 2.9854
O -5.5106 -1.5333 4.1058
O -5.6277 0.1133 2.5827
F -3.7803 -1.4079 0.6685
H -6.3701 0.6011 0.7399
H -4.5800 0.7891 0.9101
H -5.5961 -1.7650 -0.1379
```

The value obtained for the HOMO energy is -9.10 eV. As for the spin multiplicity: 1. For the orbital gap, the calculation gives 9.60 eV.

Atom charges from the Mulliken analysis, given in e for atoms 1 to 6:
1. C -0.480
2. C -0.656
3. C 0.278
4. O -0.426
5. C 0.059
6. H 0.162

=====

# 2
A single C22H26N2O3S molecule. Source: OMol25; level of theory: the ωB97M-V functional and the def2-TZVPD basis.

```
54
C22H26N2O3S the ωB97M-V functional and the def2-TZVPD basis
C -2.2685 3.3144 -0.9288
C -1.8115 3.5075 -2.3723
O -0.4395 3.8003 -2.5125
C -0.0593 5.0996 -2.0997
C 1.3906 5.3328 -2.5221
H 1.5129 4.9370 -3.5323
H 1.5968 6.4028 -2.5419
C 2.3809 4.6509 -1.5747
N 2.0180 3.2741 -1.3348
C 1.6265 2.8610 -0.1059
O 1.7663 3.5338 0.8993
C 1.0193 1.4962 -0.0628
C 1.2987 0.5027 -0.9956
C 0.6822 -0.7299 -0.9014
C -0.2236 -0.9919 0.1206
C -0.4909 -0.0068 1.0627
C 0.1317 1.2226 0.9741
H -0.0555 1.9931 1.7072
H -1.1859 -0.2092 1.8647
C -0.9092 -2.3256 0.2055
N -0.0174 -3.4250 -0.0219
C -0.1218 -4.1706 -1.1376
O 0.6169 -5.0837 -1.4293
C -1.2838 -3.7272 -2.0093
H -1.9302 -4.5754 -2.2325
H -0.9115 -3.3125 -2.9479
S -2.2169 -2.4804 -1.0909
C 1.0268 -3.6633 0.9595
C 0.4264 -3.9616 2.3067
C 0.4810 -3.0280 3.3327
C -0.1121 -3.2974 4.5542
C -0.7708 -4.4982 4.7559
C -0.8338 -5.4312 3.7340
C -0.2385 -5.1639 2.5145
H -0.2850 -5.8881 1.7140
H -1.3473 -6.3685 3.8881
H -1.2348 -4.7070 5.7083
H -0.0613 -2.5671 5.3481
H 0.9913 -2.0882 3.1739
H 1.6002 -4.5165 0.5853
H 1.6776 -2.7833 1.0144
H -1.4124 -2.4334 1.1744
H 0.9090 -1.4999 -1.6254
H 2.0160 0.6747 -1.7842
H 1.6620 2.7771 -2.1370
H 2.3872 5.1462 -0.5996
H 3.3902 4.6968 -1.9988
H -0.1523 5.2076 -1.0108
H -0.7168 5.8410 -2.5791
H -2.4096 4.2985 -2.8509
H -1.9526 2.5768 -2.9287
H -2.1971 4.2421 -0.3664
H -1.6552 2.5602 -0.4414
H -3.3034 2.9839 -0.9215
```

The value obtained for the HOMO energy is -8.87 eV. As for the spin multiplicity: 1. For the orbital gap, the calculation gives 9.38 eV. The SMILES is CCOCCCNC(=O)c1ccc([C@H]2SCC(=O)N2Cc2ccccc2)cc1.

Atom charges from the natural (NBO) analysis, given in e for atoms 1 to 6:
1. C -0.644
2. C -0.053
3. O -0.560
4. C -0.070
5. C -0.426
6. H 0.207

=====

# 3
A single C7H7BrO3 molecule. Source: OMol25; level of theory: the ωB97M-V functional and the def2-TZVPD basis.

```
18
C7H7BrO3 the ωB97M-V functional and the def2-TZVPD basis
C -1.7490 0.4331 0.1849
C -0.5268 0.3099 -0.2542
C 1.8983 -0.2995 -0.2472
C -2.9842 -0.3169 0.7088
C -3.0598 1.1650 1.0297
C 0.6485 0.0852 -0.9174
C 4.0774 -0.9479 -0.2178
O 1.9440 -0.3946 0.9594
O -3.8866 1.9913 0.2993
O 2.9304 -0.6527 -1.0472
Br 0.6554 -0.0090 -2.9429
H -3.6788 -0.7056 -0.1823
H -2.8487 -0.9411 1.6271
H -2.6874 1.3493 1.9820
H 4.4380 0.0467 0.1857
H 4.8489 -1.4171 -0.9543
H 3.7859 -1.7334 0.4050
H -3.8054 2.0377 -0.6187
```

The value obtained for the HOMO energy is -8.74 eV. As for the spin multiplicity: 1. For the orbital gap, the calculation gives 8.70 eV. The SMILES is COC(=O)C(Br)=C=C1C[C@@H]1O.

Atom charges from the natural (NBO) analysis, given in e for atoms 1 to 6:
1. C -0.110
2. C 0.132
3. C 0.721
4. C -0.457
5. C 0.191
6. C -0.242

=====

# 4
A molecular structure, C11H9ILiN2. Source: OMol25; level of theory: the ωB97M-V functional and the def2-TZVPD basis.

```
24
C11H9ILiN2 the ωB97M-V functional and the def2-TZVPD basis
C -1.3925 3.2779 -0.6820
C -1.6351 2.3831 0.4842
C -2.2177 0.8352 0.2353
C -0.9888 -0.1690 0.7582
C -0.9665 -0.5513 2.3545
C 0.2535 -1.4957 2.9128
C 1.3982 -2.0072 1.8454
C 1.3521 -1.6210 0.2244
N 2.4613 -2.1627 -0.6328
C 2.3162 -1.7179 -2.0605
I 3.8863 -2.4086 -3.4750
C 1.0910 -0.7941 -2.6009
N -0.0200 -0.2312 -1.7607
C 0.1454 -0.6885 -0.3388
H -1.4659 4.4519 -0.5198
H -1.0829 2.8095 -1.7160
H -1.4103 2.6636 1.6122
H -3.1838 0.6081 0.8659
H -2.4324 0.6128 -0.8939
H -1.8292 -0.1155 3.0262
H 0.2738 -1.7440 4.0648
H 2.2934 -2.6667 2.2540
H 1.0744 -0.5412 -3.7635
Li 2.0795 1.2728 -2.1938
```

The value obtained for the HOMO energy is -11.38 eV. As for the spin multiplicity: 1. For the orbital gap, the calculation gives 6.25 eV. Its charge is +1.

Atom charges from the natural (NBO) analysis, given in e for atoms 1 to 6:
1. C -0.449
2. C -0.180
3. C -0.488
4. C 0.035
5. C -0.220
6. C -0.158

=====

# 5
A molecular structure, C33H32N11O3Tl. Source: OMol25; level of theory: the ωB97M-V functional and the def2-TZVPD basis.

```
80
C33H32N11O3Tl the ωB97M-V functional and the def2-TZVPD basis
Tl -0.2090 0.0557 -0.0732
N -0.5818 -1.5098 1.6839
C -0.3760 -2.9682 1.4760
C -1.2523 -3.5047 0.3562
C -0.8025 -3.1051 -1.0452
N -1.1219 -1.6817 -1.3665
H 0.0788 -1.1651 2.3784
H -1.5096 -1.3507 2.0719
H -0.5804 -3.5004 2.4058
H 0.6781 -3.1205 1.2394
H -2.2941 -3.2064 0.5231
H -1.2538 -4.5938 0.4073
H -1.2590 -3.7529 -1.7939
H 0.2800 -3.2187 -1.1307
H -2.1259 -1.5545 -1.2547
H -0.9295 -1.5022 -2.3504
O 2.2573 1.8230 2.7912
C 1.3675 1.4898 2.0545
O 1.5138 0.6250 1.0792
C -0.0295 2.0748 2.2440
C -0.2346 3.1049 3.1746
C -1.4946 3.6010 3.3402
C -2.5728 3.0403 2.6165
C -3.9100 3.4704 2.7887
C -4.9253 2.8603 2.1095
C -4.6472 1.7838 1.2394
C -3.3625 1.3585 1.0465
C -2.2957 1.9892 1.7189
N -1.0117 1.5549 1.5274
H 0.6208 3.4703 3.7245
H -1.6902 4.4059 4.0378
H -4.1141 4.2776 3.4801
H -5.9468 3.1859 2.2467
H -5.4629 1.2889 0.7292
H -3.1592 0.5132 0.3942
C 4.0477 -1.6563 -3.8457
N 3.1888 -0.9301 -2.9046
C 2.0210 -1.2873 -2.3919
N 1.5990 -0.3436 -1.5500
C 2.5921 0.5961 -1.6129
N 3.5581 0.2733 -2.4257
C 3.4264 -1.8003 -5.2120
C 3.7449 -2.9055 -5.9912
C 3.2633 -3.0061 -7.2899
C 2.4490 -2.0160 -7.8120
C 2.1134 -0.9187 -7.0234
C 2.6075 -0.8075 -5.7297
C 1.2381 0.1190 -7.5648
N 0.7663 0.2371 -8.7521
N -0.0313 1.3772 -8.7448
C 0.0250 1.8498 -7.5530
O 0.8157 1.1075 -6.7303
C -0.6738 3.0014 -6.9855
C -1.5020 3.7793 -7.7933
C -2.2084 4.8285 -7.2360
C -2.1169 5.0925 -5.8741
C -1.2848 4.3260 -5.0730
C -1.1879 4.5932 -3.5940
N -1.3772 3.3484 -2.8299
C -0.5386 2.7560 -1.9961
N -1.0575 1.5946 -1.5964
C -2.2573 1.5522 -2.2524
N -2.4766 2.5916 -3.0057
C -0.5513 3.2888 -5.6334
H 4.2806 -2.6284 -3.4123
H 4.9692 -1.0766 -3.8781
H 1.5366 -2.2193 -2.6328
H 2.6133 1.4841 -1.0060
H 4.3845 -3.6841 -5.5930
H 3.5242 -3.8632 -7.8951
H 2.0640 -2.0817 -8.8204
H 2.3710 0.0729 -5.1444
H -1.5859 3.5459 -8.8459
H -2.8497 5.4366 -7.8587
H -2.6971 5.8982 -5.4414
H -1.9435 5.3046 -3.2664
H -0.2068 4.9697 -3.3014
H 0.4076 3.1766 -1.6958
H -2.9857 0.7650 -2.1555
H 0.1045 2.6827 -5.0188
```

The value obtained for the HOMO energy is -12.80 eV. As for the spin multiplicity: 1. For the orbital gap, the calculation gives 6.73 eV. Its charge is +2.

Atom charges from the Mulliken analysis, given in e for atoms 1 to 6:
1. Tl 2.671
2. N -0.540
3. C -0.848
4. C -0.679
5. C -0.616
6. N -0.663

=====

# 6
A gas-phase ion, C9H16N3O (charge +1). Source: OMol25; level of theory: the ωB97M-V functional and the def2-TZVPD basis.

```
29
C9H16N3O the ωB97M-V functional and the def2-TZVPD basis
C 3.0126 0.3899 -0.0407
C 2.1983 -0.8977 -0.6129
C -3.2246 0.3778 0.8696
C -3.5775 -0.0652 -0.5336
C 2.1061 1.5714 -0.0722
C 1.0280 -1.1890 0.2780
C -2.2333 -0.4202 0.0687
C 0.7240 1.3732 0.7297
C -0.9618 0.2896 -0.5401
N -0.2577 2.2499 0.0992
N -1.1664 1.7074 -0.4464
N 0.0901 -0.0058 0.5558
O -0.6604 -0.1267 -1.7964
H 3.1306 0.0740 1.0814
H 3.9801 0.4719 -0.4834
H 1.8395 -0.6252 -1.5939
H 2.9381 -1.6307 -0.7528
H -2.9545 1.3759 1.1435
H -3.6195 -0.1363 1.7693
H -4.1900 -0.9228 -0.8398
H -3.4643 0.6337 -1.3672
H 2.7495 2.2684 0.4386
H 1.9047 1.9088 -1.1505
H 0.3085 -1.8508 -0.2780
H 1.3184 -1.7016 1.2429
H -2.1235 -1.4045 0.4149
H 1.0057 1.7106 1.7665
H -0.5098 0.0979 1.3437
H -1.4798 -0.4829 -2.1710
```

The value obtained for the HOMO energy is -13.81 eV. As for the spin multiplicity: 1. For the orbital gap, the calculation gives 10.54 eV. The SMILES is O[C@]1(C2CC2)N=N[C@@H]2CCCC[N@@H+]21. Its charge is +1.

Atom charges from the natural (NBO) analysis, given in e for atoms 1 to 6:
1. C -0.376
2. C -0.443
3. C -0.409
4. C -0.408
5. C -0.428
6. C -0.210

=====

What is the formula in the third record?
C7H7BrO3

=====

Which formula does entry 3 have?
C7H7BrO3